(1)
Formula: C9H16F4Li2N2O17S4
Source: OMol25
Level of theory: ωB97M-V with the def2-TZVPD basis set

Structure (ORCA input):
```
! wB97M-V def2-TZVPD RIJCOSX def2/J DEFGRID3
* xyz 1 2
Li -2.728 2.018 -0.902
Li -0.347 0.431 -0.529
N -1.220 1.519 -1.949
S -1.517 0.883 -3.493
O -0.368 0.700 -4.378
O -2.804 1.136 -4.174
F -1.732 -0.554 -2.862
S -0.317 2.675 -2.429
O -0.791 3.459 -3.551
O 1.095 2.466 -2.102
F -0.802 3.670 -1.236
N -2.982 2.352 2.967
S -1.896 3.347 3.675
O -0.730 3.713 2.905
O -1.845 3.280 5.156
F -2.852 4.664 3.448
S -1.961 1.286 2.418
O -0.996 0.726 3.332
O -1.773 1.407 0.992
F -3.081 0.071 2.473
C 3.740 -2.487 -3.064
C 3.113 -1.584 -4.147
O 2.262 -0.768 -3.355
C 2.037 -1.316 -2.202
O 1.261 -0.901 -1.386
O 2.855 -2.412 -2.005
H 4.683 -2.082 -2.697
H 3.857 -3.497 -3.458
H 2.558 -2.256 -4.802
H 3.863 -0.985 -4.665
C 2.004 3.757 1.650
O 2.186 2.515 2.254
C 1.789 1.411 1.732
O 0.997 1.263 0.836
O 2.356 0.398 2.341
C 1.862 -0.955 2.303
H 2.969 4.084 1.262
H 1.850 4.513 2.420
H 1.185 3.960 0.960
H 1.006 -1.113 2.959
H 2.688 -1.666 2.303
H 1.467 -1.219 1.322
C -1.484 -3.555 -1.151
O -2.012 -3.182 0.144
C -1.690 -2.140 0.755
O -1.201 -1.116 0.300
O -1.865 -2.289 2.188
C -2.532 -3.386 2.848
H -2.329 -3.846 -1.775
H -0.780 -4.368 -0.974
H -1.034 -2.750 -1.732
H -2.791 -3.302 3.903
H -1.844 -4.229 2.907
H -3.382 -3.744 2.266
*
```

Calculated values
HOMO (spin up / spin down): -13.66 / -13.66 eV
gap between HOMO and LUMO (spin up / spin down): 9.82 / 4.39 eV

Here are the Mulliken charges for atoms 1 to 2, given in e:
1. Li 0.84
2. Li 1.73

***

(2)
Formula: C41H39BF2IrN2O4P
Source: OMol25
Level of theory: ωB97M-V with the def2-TZVPD basis set

Structure (ORCA input):
```
! wB97M-V def2-TZVPD RIJCOSX def2/J DEFGRID3
* xyz 0 1
Ir 0.542 -0.721 0.278
O 0.900 0.138 2.984
C 0.334 -0.694 2.304
C -0.414 -1.849 2.994
C -0.335 -2.140 4.342
C -0.947 -3.291 4.826
C -1.632 -4.136 3.956
C -1.722 -3.831 2.604
C -1.126 -2.665 2.133
P -1.154 -2.078 0.395
C -1.426 -3.558 -0.605
C -0.396 -4.498 -0.671
C -0.575 -5.689 -1.352
C -1.785 -5.944 -1.986
C -2.804 -5.006 -1.941
C -2.628 -3.809 -1.256
C -2.751 -1.199 0.262
C -3.694 -1.183 1.277
C -4.848 -0.414 1.146
C -5.062 0.331 0.000
C -4.126 0.305 -1.029
C -2.976 -0.453 -0.898
H 0.239 -1.482 4.983
H -0.874 -3.545 5.876
H -2.093 -5.039 4.334
H -2.261 -4.486 1.929
H 0.547 -4.297 -0.173
H 0.225 -6.417 -1.390
H -1.932 -6.877 -2.516
H -3.745 -5.203 -2.438
H -3.429 -3.085 -1.224
H -3.528 -1.750 2.185
H -5.570 -0.390 1.953
H -5.950 0.943 -0.092
H -4.284 0.893 -1.924
H -2.233 -0.454 -1.689
F 2.320 -0.621 -2.136
C 0.935 -0.659 -1.818
F 0.501 -1.850 -2.454
H 0.517 0.141 -2.435
C 6.623 -1.417 -1.743
N 5.599 -1.974 -0.873
N 4.780 -1.107 -0.165
C 3.561 -1.705 0.042
O 2.669 -1.177 0.740
C 3.618 -2.966 -0.625
C 4.847 -3.064 -1.196
C 5.400 -4.131 -2.074
C 5.317 -0.051 0.620
C 4.561 1.101 0.787
C 5.052 2.119 1.589
C 6.292 1.998 2.202
C 7.040 0.844 2.024
C 6.551 -0.192 1.242
H 7.087 -0.568 -1.251
H 6.203 -1.088 -2.697
H 7.381 -2.176 -1.917
H 2.815 -3.680 -0.665
H 4.649 -4.901 -2.227
H 6.284 -4.587 -1.626
H 5.683 -3.732 -3.050
H 3.600 1.187 0.303
H 4.458 3.011 1.733
H 6.671 2.800 2.822
H 8.002 0.737 2.509
H 7.110 -1.112 1.132
C -3.166 7.226 -0.363
C -3.328 6.030 -1.311
C -4.807 5.886 -1.698
C -2.528 6.316 -2.582
C -2.861 4.750 -0.613
C -3.460 4.371 0.593
C -3.104 3.213 1.281
C -2.123 2.430 0.719
O -1.591 1.255 1.168
B -0.623 0.872 0.209
O -0.574 1.854 -0.803
C -1.518 2.793 -0.467
C -1.859 3.936 -1.154
H -3.438 8.153 -0.875
H -2.132 7.313 -0.024
H -3.802 7.132 0.518
H -5.155 6.784 -2.214
H -5.435 5.734 -0.819
H -4.947 5.031 -2.364
H -2.892 7.239 -3.039
H -2.639 5.516 -3.317
H -1.465 6.446 -2.369
H -4.232 5.000 1.020
H -3.576 2.939 2.215
H -1.354 4.176 -2.079
*
```

Calculated values
ΔE to the lowest compared entry with this formula, charge and spin: 9.36 kcal/mol
HOMO: -7.09 eV
gap between HOMO and LUMO: 7.09 eV

Here are the Mulliken charges for atoms 1 to 2, given in e:
1. Ir 0.83
2. O -0.73

***

(3)
Formula: C5H8LiO3Sr
Source: OMol25
Level of theory: ωB97M-V with the def2-TZVPD basis set

Structure (ORCA input):
```
! wB97M-V def2-TZVPD RIJCOSX def2/J DEFGRID3
* xyz 2 2
C -2.422 -0.242 2.873
C -3.233 0.767 2.523
H -2.581 -1.243 2.452
H -1.690 -0.098 3.683
H -3.503 1.690 3.049
Sr -2.885 1.287 0.035
O 0.945 -0.773 -1.189
Li 0.818 -2.709 -2.135
O -0.685 -2.185 -1.029
C -0.260 -1.081 -0.674
O -0.902 -0.191 -0.058
C 1.440 0.578 -1.230
C 2.931 0.507 -1.444
H 0.949 1.117 -2.052
H 1.170 1.092 -0.298
H 3.194 -0.389 -2.022
H 3.251 1.397 -2.002
H 3.463 0.476 -0.484
*
```

Calculated values
HOMO (spin up / spin down): -17.21 / -17.21 eV
gap between HOMO and LUMO (spin up / spin down): 9.20 / 8.02 eV

Here are the Mulliken charges for atoms 1 to 2, given in e:
1. C -0.06
2. C -0.97

***

(4)
Formula: C4H7NO2
Source: OMol25
Level of theory: ωB97M-V with the def2-TZVPD basis set

Structure (ORCA input):
```
! wB97M-V def2-TZVPD RIJCOSX def2/J DEFGRID3
* xyz 0 1
C -1.347 -1.125 -0.217
C -0.385 0.021 -0.093
N -0.633 1.119 0.509
O -1.912 1.142 1.038
C 0.979 -0.070 -0.696
C 2.128 0.475 0.018
O 1.901 -0.930 -0.037
H -2.266 -0.805 -0.718
H -0.900 -1.956 -0.770
H -1.635 -1.480 0.778
H -1.950 2.017 1.445
H 1.012 -0.139 -1.786
H 2.992 0.839 -0.535
H 1.954 0.934 0.989
*
```

Calculated values
ΔE to the lowest compared entry with this formula, charge and spin: 82.05 kcal/mol
HOMO: -9.87 eV
gap between HOMO and LUMO: 10.84 eV

Here are the Mulliken charges for atoms 1 to 2, given in e:
1. C -1.12
2. C 0.54

***

(5)
Formula: C5H17N2
Source: OMol25
Level of theory: ωB97M-V with the def2-TZVPD basis set

Structure (ORCA input):
```
! wB97M-V def2-TZVPD RIJCOSX def2/J DEFGRID3
* xyz 2 2
C -1.085 -1.350 -2.154
C 0.410 -1.338 -1.838
N 0.982 0.008 -1.808
C 2.210 0.140 -1.057
H -1.511 -2.336 -2.145
H -1.209 -0.897 -3.177
H -1.633 -0.707 -1.439
H 0.948 -1.894 -2.586
H 0.567 -1.846 -0.880
H 0.293 0.728 -1.581
H 2.403 1.202 -0.796
H 2.233 -0.457 -0.085
H 3.033 -0.225 -1.711
C -0.839 1.357 3.036
C -1.099 1.213 1.533
N -0.279 0.050 1.072
H -1.420 2.141 3.586
H -0.968 0.369 3.661
H 0.206 1.608 3.204
H -2.079 0.949 1.361
H -0.858 2.069 0.937
H 0.593 0.278 0.574
H -0.827 -0.470 0.387
H -0.070 -0.593 1.905
*
```

Calculated values
ΔE to the lowest compared entry with this formula, charge and spin: 4.66 kcal/mol
HOMO (spin up / spin down): -20.14 / -20.14 eV
gap between HOMO and LUMO (spin up / spin down): 12.75 / 7.78 eV

Here are the Mulliken charges for atoms 1 to 2, given in e:
1. C -1.08
2. C -0.39

***

(6)
Formula: C7H10FNO
Source: OMol25
Level of theory: ωB97M-V with the def2-TZVPD basis set

Structure (ORCA input):
```
! wB97M-V def2-TZVPD RIJCOSX def2/J DEFGRID3
* xyz 0 1
C 1.667 -0.367 -1.157
C 0.987 -0.649 0.101
C -0.985 0.752 -0.305
C 0.067 0.451 0.639
C -0.169 -1.531 -2.330
C -1.181 1.922 -0.836
C -0.520 0.065 1.997
N 1.008 -0.963 -2.352
O 2.571 0.406 -1.318
F -1.969 2.197 -1.908
H 0.214 -1.448 0.079
H 1.569 -0.924 0.864
H -1.437 -0.146 -0.784
H 0.664 1.333 0.943
H -0.564 -1.659 -3.350
H -0.699 2.908 -0.505
H -0.879 0.990 2.559
H 0.220 -0.611 2.574
H -1.355 -0.505 1.862
H 1.513 -0.743 -3.172
*
```

Calculated values
ΔE to the lowest compared entry with this formula, charge and spin: 59.27 kcal/mol
HOMO: -8.77 eV
gap between HOMO and LUMO: 9.04 eV

Here are the Mulliken charges for atoms 1 to 2, given in e:
1. C 0.14
2. C -1.18

***

Number 1: DFT total energy -101990.895 eV. Number 2: DFT total energy -72562.239 eV. Number 3: DFT total energy -12482.439 eV. Number 4: DFT total energy -9843.722 eV. Number 5: DFT total energy -8421.040 eV. Number 6: DFT total energy -13672.471 eV.